[1]
Formula: C5H4BBrF2NO7
Source: OMol25
Level of theory: ωB97M-V with the def2-TZVPD basis set

Each line ends with the Mulliken charge.
Atoms and positions in Å:
C: -1.8224 2.5560 0.6800  0.66
H: -0.0791 -2.1958 1.0001  0.36
O: -1.7978 3.7846 0.2154  -0.43
O: 0.8010 0.2911 -0.2180  -0.40
F: -1.8358 4.2511 -2.1098  -0.35
H: 1.9993 -3.3324 1.6959  0.26
H: 1.0933 -1.1433 1.7709  0.32
O: -2.9103 0.5208 -0.1286  -0.66
O: 3.7239 -1.6276 0.2874  -0.49
Br: 0.7377 -1.7691 -2.0201  -0.18
C: 3.0829 -2.6293 0.1469  0.57
C: 0.8579 -0.8757 -0.2878  0.37
F: -3.6790 4.7443 -0.8630  -0.35
N: 1.8468 -2.9133 0.7896  -0.28
O: 3.4789 -3.6095 -0.7028  -0.44
B: -2.6199 3.8679 -1.0367  0.54
H: 3.2810 -4.4655 -0.3018  0.32
O: -1.2710 2.1614 1.6728  -0.65
C: 0.9250 -1.7793 0.9057  -0.41
C: -2.6855 1.6959 -0.2652  0.66
O: -3.1269 2.4676 -1.2307  -0.42

Force components x, y, z for each atom (eV/Å):
0.24 0.25 0.19
-0.10 0.00 0.03
-0.11 -0.18 -0.06
0.02 0.43 -0.18
0.06 -0.02 -0.04
-0.02 -0.12 0.04
0.21 0.18 -0.02
0.05 -0.07 0.04
-0.43 -0.06 -0.40
0.02 -0.19 -0.07
0.41 0.18 0.18
0.03 0.22 0.07
-0.07 0.00 0.06
-0.23 0.00 -0.35
0.68 -0.02 0.58
-0.02 0.21 -0.14
-0.51 0.00 -0.34
-0.01 -0.13 0.10
-0.12 -0.52 0.43
-0.16 -0.10 -0.24
0.07 -0.06 0.14

Calculated values
* 2S+1: 1
* LUMO level: 1.997 eV
* gap between HOMO and LUMO: 8.20 eV
* total charge: -1
* energy: -3573.31208 Eh



[2]
Formula: C5H4ClNO3
Source: OMol25
Level of theory: ωB97M-V with the def2-TZVPD basis set

Each line ends with the Mulliken charge.
Atoms and positions in Å:
Cl: 3.1639 0.8455 1.5839  -0.09
O: 2.5019 0.2568 -2.0706  -0.51
C: 2.2308 0.7130 0.1276  -0.13
H: 0.6890 -1.5764 -1.1142  0.32
N: 3.0367 0.3430 -1.0159  0.86
C: -0.7692 -0.2340 1.5927  -0.42
H: 2.2633 2.3578 -0.6358  0.25
O: 0.3424 0.4963 1.4457  -0.32
H: -1.7224 -1.8336 0.2315  0.38
H: -1.3406 -0.1054 2.4957  0.42
O: 4.2610 0.2346 -0.8714  -0.55
C: 0.2466 -0.8851 -0.3308  -0.34
C: 0.9455 0.1060 0.3027  0.52
C: -0.9013 -1.1390 0.4929  -0.39

Force components x, y, z for each atom (eV/Å):
-0.14 0.05 -0.08
-1.55 -0.53 -1.65
0.94 4.12 -0.53
-1.00 1.44 0.76
3.43 -0.46 0.13
-0.63 -2.22 -2.45
-0.50 -2.99 1.89
-0.49 -0.04 0.16
0.74 0.58 0.62
-0.02 0.20 -0.09
-1.39 -0.04 0.29
0.73 -1.22 -0.06
-0.23 -0.37 -0.29
0.11 1.48 1.30

Calculated values
* 2S+1: 1
* LUMO level: -1.419 eV
* gap between HOMO and LUMO: 7.74 eV
* energy relative to the best compared isomer or geometry (same formula, charge and spin): 109.0 kcal/mol
* energy: -933.34923 Eh



[3]
Formula: C5H4DyNO5
Source: OMol25
Level of theory: ωB97M-V with the def2-TZVPD basis set

Each line ends with the Löwdin spin population.
Atoms and positions in Å:
C: 1.0879 1.6411 -0.1143  -0.01
C: -0.9040 1.2818 -1.6287  -0.02
C: 1.6221 -0.9343 0.9608  -0.01
H: -2.0516 1.9922 2.2793  0.00
C: 0.6491 -0.6160 -1.5913  -0.01
O: 1.9811 2.2753 -0.4742  0.01
O: -0.9714 1.9506 -2.5973  0.00
H: -1.8537 0.8684 -0.9909  -0.01
C: -1.4031 -2.3841 -0.2292  -0.01
Dy: -0.5992 0.0050 0.4355  5.07
O: 2.6429 -1.4107 1.1957  0.00
O: -1.7780 -3.4488 -0.4645  0.00
O: 1.1905 -0.6686 -2.6096  -0.01
H: -0.7092 1.3491 2.9906  0.00
H: -2.1121 0.4914 2.9185  0.00
N: -1.5143 1.1310 2.3955  -0.01

Force components x, y, z for each atom (eV/Å):
4.04 2.53 -0.81
0.59 1.38 -0.70
4.90 -3.07 1.94
0.09 -0.01 0.07
2.51 -0.52 -4.79
-3.26 -2.02 1.02
-0.16 -1.59 2.05
-1.77 -0.13 -0.56
-1.70 -5.02 -0.80
-0.91 1.66 -1.40
-3.85 2.03 -1.09
1.59 4.55 0.89
-1.95 0.11 3.78
-0.39 0.17 0.24
-0.04 0.16 0.27
0.32 -0.21 -0.11

Calculated values
* 2S+1: 6
* LUMO level (spin up / spin down): -10.237 / -10.098 eV
* gap between HOMO and LUMO (spin up / spin down): 6.22 / 6.52 eV
* total charge: +2
* energy relative to the best compared isomer or geometry (same formula, charge and spin): 0.0 kcal/mol
* energy: -1508.20515 Eh



[4]
Formula: C5H4ErN2O4S
Source: OMol25
Level of theory: ωB97M-V with the def2-TZVPD basis set

Each line ends with the Löwdin spin population.
Atoms and positions in Å:
H: 3.0386 0.2433 0.1097  0.00
H: 2.8996 -0.9950 1.2176  0.00
H: -0.0392 0.1765 2.7675  0.00
C: -1.9984 2.3171 -1.3762  0.00
C: -2.0145 -1.3271 0.7195  0.00
O: -2.7376 3.1241 -1.7816  0.00
S: 1.0205 1.9853 0.8840  -0.01
Er: -0.6203 0.4816 -0.3626  3.03
C: 0.8454 -0.3564 -2.0598  0.00
O: -2.6773 -0.8080 -2.9948  0.00
O: 1.5588 -0.8711 -2.8222  0.00
N: 2.3870 -0.3131 0.6601  0.00
H: 0.9747 -1.1764 2.5752  0.00
O: -2.5929 -2.1602 1.2718  0.00
C: 1.3818 0.3916 1.2783  0.00
N: 0.5533 -0.3735 2.1029  0.00
C: -1.9794 -0.3387 -2.1895  0.00

Force components x, y, z for each atom (eV/Å):
-0.07 0.10 -0.06
-0.22 -0.49 -0.12
0.76 -0.45 -0.57
-4.51 5.30 -2.20
-3.00 -4.28 2.85
4.25 -4.59 2.23
-0.16 0.64 -0.24
-0.46 0.26 1.20
4.86 -3.30 -4.99
3.78 2.57 4.29
-3.88 2.86 4.06
-0.51 1.41 1.07
-0.19 -0.27 -0.29
2.66 3.88 -2.61
1.36 -2.38 0.87
0.06 1.92 -0.04
-4.75 -3.19 -5.44

Calculated values
* 2S+1: 4
* LUMO level (spin up / spin down): -14.189 / -14.072 eV
* gap between HOMO and LUMO (spin up / spin down): 8.19 / 8.31 eV
* total charge: +3
* energy: -2015.48751 Eh



[5]
Formula: C5H4F2
Source: OMol25
Level of theory: ωB97M-V with the def2-TZVPD basis set

Each line ends with the Mulliken charge.
Atoms and positions in Å:
H: -0.5788 2.2013 -0.1782  0.47
C: 1.0524 -0.6578 0.0584  0.40
H: -0.4035 -2.1645 -0.0184  0.44
F: 2.0914 1.4808 -0.0273  -0.27
H: -1.7986 -0.0402 -0.9349  0.33
F: 2.1862 -1.3268 -0.0186  -0.28
C: 0.9483 0.7591 0.1443  0.40
C: -0.3771 1.2154 0.0256  -0.76
H: -1.6968 -0.2382 0.9686  0.27
C: -1.2495 -0.0914 -0.0058  -0.41
C: -0.1740 -1.1376 -0.0136  -0.57

Force components x, y, z for each atom (eV/Å):
-0.94 1.99 -0.21
-0.77 -0.09 -0.05
-0.25 -1.12 -0.08
-0.93 -0.13 0.56
-0.82 -0.41 0.21
0.42 -0.05 0.30
-1.57 2.69 -1.58
3.64 -4.12 1.01
-1.23 0.23 -0.16
3.17 1.83 0.33
-0.71 -0.82 -0.31

Calculated values
* 2S+1: 1
* structure (SMILES): FC1=CCC=C1F
* LUMO level: 0.886 eV
* gap between HOMO and LUMO: 9.67 eV
* energy relative to the best compared isomer or geometry (same formula, charge and spin): 19.6 kcal/mol
* energy: -392.58340 Eh



[6]
Formula: C5H4F2O
Source: OMol25
Level of theory: ωB97M-V with the def2-TZVPD basis set

Each line ends with the Mulliken charge.
Atoms and positions in Å:
C: 1.3731 -1.0273 0.6184  -0.88
O: -1.5007 0.3866 -1.2621  -0.29
C: -0.3055 1.0614 0.4922  0.32
C: 0.1089 -0.2712 0.1498  0.49
H: 1.4678 -1.7691 -0.2764  0.24
C: -0.6194 -0.5920 -0.9420  -0.59
C: -1.3144 1.3486 -0.3555  0.39
H: 2.2373 -0.3329 0.8098  0.30
F: 0.1262 1.9209 1.3552  -0.30
F: -2.1626 2.3809 -0.4460  -0.27
H: 1.0925 -1.6034 1.4594  0.28
H: -0.5033 -1.5027 -1.6030  0.31

Force components x, y, z for each atom (eV/Å):
-1.24 0.14 -2.72
-0.55 -0.18 -0.03
-1.62 -0.84 -1.67
1.98 0.56 0.20
0.82 1.20 1.78
0.63 -1.69 -0.58
-0.75 0.64 -0.44
-0.84 -0.99 -0.38
1.06 0.79 1.82
0.80 -0.63 0.08
0.22 -0.55 1.14
-0.52 1.54 0.81

Calculated values
* 2S+1: 1
* structure (SMILES): Cc1coc(F)c1F
* LUMO level: 0.842 eV
* gap between HOMO and LUMO: 9.63 eV
* energy relative to the best compared isomer or geometry (same formula, charge and spin): 17.6 kcal/mol
* energy: -467.83349 Eh



[7]
Formula: C5H4F4
Source: OMol25
Level of theory: ωB97M-V with the def2-TZVPD basis set

Each line ends with the Mulliken charge.
Atoms and positions in Å:
H: -1.9841 -1.5128 -0.4998  0.31
C: 0.7107 -0.8006 0.8334  0.38
F: 1.1249 1.5022 -0.6831  -0.25
H: 2.6835 -1.1799 0.6070  0.30
F: -0.2870 1.9206 1.0109  -0.25
H: -2.6343 0.2385 -0.7304  0.26
C: -0.6849 -0.0282 -0.0219  -0.10
C: 1.7503 -1.1326 0.0810  -0.75
F: -0.8280 2.0957 -1.1078  -0.26
H: 1.5931 -1.2161 -0.9613  0.31
F: 0.5779 -0.7548 2.1477  -0.22
C: -1.8422 -0.4710 -0.4484  -0.66
C: -0.1798 1.3391 -0.2274  0.92

Force components x, y, z for each atom (eV/Å):
-0.74 -1.05 0.45
-3.51 1.00 -3.35
-1.13 -0.84 1.11
0.59 -0.71 -0.26
0.58 0.46 -0.66
0.56 -0.49 -0.45
4.14 -1.93 1.22
-0.73 0.38 2.33
-1.16 -0.03 0.06
0.30 0.20 -0.75
0.41 0.16 -0.23
-0.12 0.88 0.06
0.82 1.99 0.48

Calculated values
* 2S+1: 1
* structure (SMILES): C=C(F)C(=C)C(F)(F)F
* LUMO level: 0.781 eV
* gap between HOMO and LUMO: 11.00 eV
* energy relative to the best compared isomer or geometry (same formula, charge and spin): 20.0 kcal/mol
* energy: -592.29020 Eh



[8]
Formula: C5H4F4N2
Source: OMol25
Level of theory: ωB97M-V with the def2-TZVPD basis set

Each line ends with the Mulliken charge.
Atoms and positions in Å:
H: 0.6575 3.3292 2.8408  0.25
H: 1.3666 -0.8755 0.0455  0.48
F: 1.2882 3.1801 0.5277  -0.26
C: -0.0739 2.6511 2.3655  0.33
H: -0.1043 -2.2240 -1.4477  0.25
F: -1.3778 2.7909 2.6452  -0.25
C: 0.5179 -0.4849 -0.3572  -0.74
C: 0.0295 2.7508 0.9101  0.49
C: -0.0958 0.7033 -0.3105  0.29
F: -0.8321 3.5623 0.3593  -0.23
C: -1.3428 -0.4693 -1.5344  -0.18
F: 0.2604 1.3438 2.7308  -0.26
H: -2.1770 -0.8346 -2.1528  0.38
N: -1.2520 0.7305 -1.0369  -0.48
N: -0.3532 -1.2753 -1.0831  -0.06

Force components x, y, z for each atom (eV/Å):
-0.81 -0.03 0.31
2.08 -0.79 1.12
-0.95 -0.35 0.71
0.06 -2.36 0.85
-0.55 1.47 0.54
0.10 0.56 0.89
-1.64 0.02 -0.35
2.42 -2.21 -4.83
-1.45 4.16 1.56
-0.45 -0.08 -0.06
-1.18 -0.62 -0.29
0.08 1.25 0.02
0.65 0.22 0.35
0.60 0.27 0.39
1.03 -1.49 -1.23

Calculated values
* 2S+1: 1
* LUMO level (spin up / spin down): -0.130 / -0.130 eV
* gap between HOMO and LUMO (spin up / spin down): 9.07 / 9.08 eV
* energy relative to the best compared isomer or geometry (same formula, charge and spin): 71.0 kcal/mol
* energy: -701.77030 Eh



[9]
Formula: C5H4F4N2
Source: OMol25
Level of theory: ωB97M-V with the def2-TZVPD basis set

Each line ends with the Mulliken charge.
Atoms and positions in Å:
H: 0.3372 -1.8274 -0.9708  0.15
C: -0.6219 0.3141 1.0289  -0.35
F: -0.6365 4.2978 -0.7054  -0.28
H: -1.0506 -1.8494 1.0784  0.46
N: 0.1329 -1.0455 -0.4656  0.29
N: 0.6971 0.1129 -0.7637  -0.79
F: 0.2180 2.9661 -2.0862  -0.23
H: 1.9770 3.1079 -0.3715  0.29
C: 0.4492 2.3611 0.2335  0.03
H: -1.1845 0.4959 1.9111  0.40
C: -0.4105 2.9735 -0.8928  0.71
F: -1.6988 2.5142 -0.9978  -0.25
C: 0.3247 0.9095 0.2129  0.29
F: 0.1973 2.9009 1.3740  -0.27
C: -0.6388 -0.9995 0.6007  -0.43

Force components x, y, z for each atom (eV/Å):
0.74 -2.19 -1.75
-0.27 -2.59 1.10
0.51 0.07 0.93
-0.51 -0.64 -0.01
-0.07 1.32 0.50
1.12 0.10 -0.39
-0.58 -1.32 0.41
-3.26 -2.00 1.47
3.43 1.70 -4.55
0.02 1.21 0.45
-0.88 2.57 -0.88
1.40 -0.89 -0.08
-0.78 0.87 -0.01
-0.56 0.76 2.07
-0.32 1.04 0.74

Calculated values
* 2S+1: 1
* LUMO level: 0.059 eV
* gap between HOMO and LUMO: 10.02 eV
* energy relative to the best compared isomer or geometry (same formula, charge and spin): 64.8 kcal/mol
* energy: -701.78017 Eh



[10]
Formula: C5H4FNO
Source: OMol25
Level of theory: ωB97M-V with the def2-TZVPD basis set

Each line ends with the Mulliken charge.
Atoms and positions in Å:
C: 1.0419 1.2720 -0.0730  -0.58
N: 2.4141 -0.9576 -0.0728  -0.53
C: -0.5367 -1.7063 -0.0449  -0.37
H: -1.4513 -0.4638 1.5358  0.23
C: -0.8760 -0.4545 0.5212  0.17
H: -0.7466 -2.4924 0.7144  0.21
H: 0.1741 -2.0145 -0.8322  0.36
O: -1.7462 -0.9245 -0.4413  -0.42
C: -0.2687 0.9082 0.1457  0.38
C: 1.8830 0.1021 0.0833  0.29
F: -1.0812 1.7932 -0.0871  -0.23
H: 1.3657 2.2025 -0.3876  0.49

Force components x, y, z for each atom (eV/Å):
-1.84 -4.61 1.83
-1.75 4.28 1.17
-0.78 -2.07 0.10
1.67 0.28 -1.33
-0.69 3.44 2.19
-0.01 0.13 -1.06
-0.43 0.97 0.57
0.44 -1.58 -0.84
5.58 -3.02 0.30
2.36 -3.45 -1.71
-5.09 4.07 -0.75
0.55 1.56 -0.47

Calculated values
* 2S+1: 1
* structure (SMILES): N#C/C=C(/F)[C@@H]1CO1
* LUMO level: 0.452 eV
* gap between HOMO and LUMO: 10.35 eV
* energy relative to the best compared isomer or geometry (same formula, charge and spin): 79.1 kcal/mol
* energy: -422.65916 Eh



[11]
Formula: C5H4FNO
Source: OMol25
Level of theory: ωB97M-V with the def2-TZVPD basis set

Each line ends with the Mulliken charge.
Atoms and positions in Å:
C: -0.3645 -1.2585 -0.8182  -0.82
H: -0.4669 -1.1724 -1.9352  0.33
N: 0.3808 2.1122 -1.6611  -0.37
C: -1.5472 -0.9362 0.0720  -0.42
C: -0.5841 -0.2319 1.0146  0.18
C: 0.5028 1.1701 -1.0317  -0.03
H: 0.0885 -2.1603 -0.5090  0.31
H: -2.1527 -0.1598 -0.3567  0.28
O: -0.4756 0.0041 2.1765  -0.49
H: -2.0442 -1.7801 0.5224  0.32
F: 1.6638 -0.1454 0.2632  -0.31
C: 0.4497 -0.1163 -0.2158  1.03

Force components x, y, z for each atom (eV/Å):
0.59 0.76 -2.13
-0.03 -0.39 1.19
0.17 0.93 -0.59
0.25 -0.29 1.08
-0.03 1.13 -0.68
-1.64 -1.96 0.98
0.50 -1.24 0.03
-0.78 0.10 -0.17
-0.03 -0.34 -0.75
-0.70 -0.05 -0.17
3.24 -1.75 0.75
-1.54 3.10 0.45

Calculated values
* 2S+1: 1
* structure (SMILES): N#C[C@]1(F)CCC1=O
* LUMO level: 0.147 eV
* gap between HOMO and LUMO: 10.41 eV
* energy relative to the best compared isomer or geometry (same formula, charge and spin): 45.1 kcal/mol
* energy: -422.71342 Eh



[12]
Formula: C5H4N
Source: OMol25
Level of theory: ωB97M-V with the def2-TZVPD basis set

Each line ends with the Mulliken charge.
Atoms and positions in Å:
N: 1.8137 0.7278 -1.1429  -0.01
C: -1.5513 -0.0138 0.6729  -0.58
C: -0.3841 0.2416 -0.0752  -0.33
H: 3.8038 1.5289 -1.7512  0.41
C: -1.6910 -1.2748 1.0349  -0.58
C: 0.7044 0.5494 -0.6251  1.02
H: -0.7280 -1.8314 1.1902  0.25
H: -2.4303 -1.7274 1.5530  0.37
C: 2.8506 0.9944 -1.5732  0.16
H: -2.3878 0.8054 0.7169  0.28

Force components x, y, z for each atom (eV/Å):
4.38 1.13 -1.90
-2.15 2.09 -1.29
3.89 1.88 -1.20
-0.77 -0.86 -0.10
4.07 -0.32 0.91
-7.40 -2.15 3.33
-0.99 0.10 -1.07
-2.91 -0.89 1.22
0.19 0.74 0.31
1.70 -1.71 -0.22

Calculated values
* 2S+1: 1
* structure (SMILES): C#[N+]C#CC=C
* LUMO level: -5.891 eV
* gap between HOMO and LUMO: 8.26 eV
* total charge: +1
* energy relative to the best compared isomer or geometry (same formula, charge and spin): 26.2 kcal/mol
* energy: -247.22022 Eh